Computed, not measured: a 2-piece molecular cluster, C21H18F3N2O6S3 overall at a distorted geometry, with the ωB97M-V functional and the def2-TZVPD basis.

The maximum force is 3.18 eV/Å. For the energy above the lowest of the compared OMol25 structures with the same formula, charge and spin, the calculation gives 0.0000 eV. As for the gap between HOMO and LUMO: 7.6754 eV. The LUMO energy comes out at 2.20 eV.

Structure (ORCA input):
```
! wB97M-V def2-TZVPD RIJCOSX def2/J DEFGRID3
* xyz -1 1
C 3.901 -1.033 5.047
C 2.893 -0.189 4.331
C 1.512 -0.408 4.429
C 0.657 0.388 3.642
C 1.180 1.529 3.045
C 0.267 2.450 2.279
N -0.852 2.964 3.308
O -1.683 3.718 2.783
O -0.766 2.642 4.497
C 2.542 1.566 2.718
C 3.414 0.760 3.437
H 4.893 -0.654 4.783
H 3.708 -0.883 6.110
H 3.905 -2.114 4.852
H 1.107 -1.248 5.021
H -0.365 0.054 3.517
H 0.698 3.388 1.962
H 2.914 2.199 1.909
H 4.498 0.813 3.275
F 0.386 3.528 -0.511
C -0.374 2.433 -0.610
F -1.620 2.771 -0.986
F 0.137 1.638 -1.595
S -0.434 1.502 1.032
N -1.783 -1.412 -1.481
S -3.302 -0.928 -1.025
C -3.729 -0.808 -2.776
C -4.491 0.221 -3.349
C -4.556 0.278 -4.750
C -3.840 -0.640 -5.530
C -3.018 -1.594 -4.930
C -2.991 -1.691 -3.548
O -4.056 -1.943 -0.324
O -3.314 0.423 -0.512
S -0.787 -2.153 -0.459
C 0.775 -1.486 -1.024
C 1.191 -1.605 -2.359
C 2.403 -1.028 -2.759
C 3.180 -0.309 -1.843
C 2.731 -0.147 -0.530
C 1.582 -0.813 -0.109
O -0.944 -1.856 0.942
O -0.739 -3.546 -0.844
H -5.014 0.947 -2.718
H -5.170 1.034 -5.232
H -3.899 -0.605 -6.610
H -2.389 -2.296 -5.478
H -2.355 -2.439 -3.079
H 0.573 -2.101 -3.107
H 2.766 -1.161 -3.791
H 4.118 0.163 -2.156
H 3.292 0.461 0.187
H 1.250 -0.779 0.923
*
```